Molecular formula: C4H7NO2
Method: DFT, ωB97M-V with the def2-TZVPD basis set

ΔE to the lowest compared entry with this formula, charge and spin   65.4 kcal/mol
Molecular weight   101.10 g/mol
Orbital gap   8.580 eV

Cartesian coordinates (Å):
1 C 1.8243 -0.0576 0.1059
2 C -0.5555 0.9293 -0.1769
3 C -0.4983 -0.9636 0.6179
4 N -1.6346 -1.4644 0.2002
5 C 0.4066 -0.3261 -0.3571
6 O 0.0243 1.9341 0.5191
7 O -1.5748 1.0938 -0.8243
8 H -0.5558 2.7078 0.4557
9 H -2.2951 -1.8426 0.8663
10 H -2.0127 -1.2428 -0.7266
11 H 0.3437 -0.7691 -1.3577
12 H 2.3571 -1.0073 0.1433
13 H 1.8404 0.3765 1.1023
14 H 2.3303 0.6322 -0.5680

Mulliken atomic charge list, values in e, 2 entries: -1.38 0.53

---

Molecular formula: C21H20FN3O3
Method: DFT, ωB97M-V with the def2-TZVPD basis set

ΔE to the lowest compared entry with this formula, charge and spin   34.2 kcal/mol
Molecular weight   381.41 g/mol
Orbital gap   7.928 eV

Cartesian coordinates (Å):
1 C 3.5654 -0.0019 -1.0234
2 N 2.2590 0.2852 -1.5800
3 C 1.8829 -0.7290 -2.5440
4 C 2.1992 1.6301 -2.1331
5 C 1.8546 2.6603 -1.0492
6 C 0.3462 2.8951 -0.9277
7 N -0.4099 1.7159 -0.5884
8 C -1.0640 0.9744 -1.5153
9 O -1.0556 1.1396 -2.7143
10 C -1.8202 -0.0414 -0.7213
11 O -2.5877 -0.9853 -1.2568
12 C -3.2210 -1.8131 -0.3831
13 C -4.0295 -2.8105 -0.9342
14 C -4.7036 -3.6852 -0.1141
15 C -4.5673 -3.5621 1.2660
16 F -5.2322 -4.4223 2.0571
17 C -3.7775 -2.5906 1.8330
18 C -3.0896 -1.6963 1.0098
19 C -2.2382 -0.6502 1.6235
20 O -2.0917 -0.5111 2.8235
21 C -1.6228 0.1727 0.6013
22 C -0.6616 1.3089 0.7806
23 C 0.5776 0.8615 1.5208
24 C 1.1147 1.6165 2.5537
25 C 2.2406 1.1483 3.2117
26 C 2.7754 -0.0664 2.8128
27 N 2.2672 -0.7945 1.8331
28 C 1.2011 -0.3418 1.2034
29 H 3.5329 -0.9572 -0.5030
30 H 3.8366 0.7676 -0.3027
31 H 4.3485 -0.0435 -1.7981
32 H 2.5812 -0.7888 -3.3934
33 H 0.8874 -0.5147 -2.9277
34 H 1.8677 -1.6983 -2.0458
35 H 3.1549 1.9023 -2.6112
36 H 1.4253 1.6586 -2.9015
37 H 2.3150 3.6193 -1.2922
38 H 2.2513 2.3243 -0.0911
39 H -0.0388 3.2448 -1.8906
40 H 0.1512 3.6596 -0.1684
41 H -4.1091 -2.8735 -2.0075
42 H -5.3328 -4.4610 -0.5201
43 H -3.6730 -2.4982 2.9029
44 H -1.1238 2.1367 1.3373
45 H 0.6580 2.5526 2.8442
46 H 2.6840 1.7094 4.0195
47 H 3.6480 -0.4819 3.2993
48 H 0.8242 -0.9648 0.4049

Mulliken atomic charge list, values in e, 2 entries: -1.46 0.63

---

Molecular formula: C27H35ClN4P2Sn
Method: DFT, ωB97M-V with the def2-TZVPD basis set

ΔE to the lowest compared entry with this formula, charge and spin   11.8 kcal/mol
Molecular weight   631.72 g/mol
Orbital gap (alpha / beta)   5.735 / 4.870 eV

Cartesian coordinates (Å):
1 Sn -0.2727 2.2902 -4.6449
2 C -1.5440 2.0973 -6.3966
3 C -1.6920 0.6993 -6.2117
4 C -0.9069 -0.2957 -6.9568
5 C 0.5921 0.0623 -7.0483
6 C 1.1021 1.0016 -5.9734
7 C 1.4256 2.3750 -6.2317
8 C 0.6768 3.2169 -7.2176
9 C -0.7384 2.6774 -7.5671
10 C 0.0224 2.6794 -2.6154
11 H -2.3381 2.7469 -6.0204
12 H -2.6767 0.3447 -5.9559
13 H -1.3062 -0.4043 -7.9813
14 H -0.9939 -1.2928 -6.5033
15 H 1.1988 -0.8686 -7.0469
16 H 0.8135 0.5171 -8.0253
17 H 1.6609 0.4767 -5.1900
18 H 2.4412 2.6921 -5.9489
19 H 1.2376 3.3871 -8.1451
20 H 0.5554 4.2162 -6.7942
21 H -1.3609 3.4861 -7.9904
22 H -0.6563 1.9060 -8.3430
23 H -0.7969 3.2479 -2.1616
24 H 0.9125 3.3177 -2.6907
25 H 0.2514 1.8036 -2.0005
26 P 1.7097 -0.4946 -2.1386
27 P -1.6939 -1.6695 -1.9428
28 N 2.9938 0.5072 -3.0138
29 N 2.7881 -1.7108 -1.6724
30 N -2.3771 -0.1957 -2.4107
31 N -3.0669 -2.5622 -1.7003
32 C 0.7190 -1.2976 -3.4885
33 C -0.3797 -2.2926 -3.0305
34 C 3.2751 1.8148 -2.6266
35 C 4.2358 2.3674 -3.4492
36 C 4.5797 1.3606 -4.4262
37 C 3.8019 0.2387 -4.1415
38 C 3.6963 -1.5111 -0.6094
39 C 4.3476 -2.6994 -0.3652
40 C 3.8576 -3.6734 -1.3106
41 C 2.9169 -3.0367 -2.1109
42 C -2.5216 1.0006 -1.6849
43 C -3.0639 1.9677 -2.5155
44 C -3.3805 1.3395 -3.7456
45 C -2.9956 0.0116 -3.6423
46 C -4.1476 -2.6622 -2.6243
47 C -5.2473 -3.1509 -1.9583
48 C -4.8724 -3.3463 -0.5712
49 C -3.5601 -2.9535 -0.4289
50 H 1.4256 -1.8076 -4.1657
51 H 0.2328 -0.5114 -4.0984
52 H -0.8904 -2.6909 -3.9291
53 H 0.0755 -3.1509 -2.4976
54 H 2.7728 2.2220 -1.7592
55 H 4.6642 3.3712 -3.3773
56 H 5.3199 1.4633 -5.2248
57 H 3.7696 -0.7283 -4.6419
58 H 3.7514 -0.5279 -0.1471
59 H 5.0985 -2.8599 0.3949
60 H 4.1703 -4.7087 -1.3832
61 H 2.3294 -3.4062 -2.9477
62 H -2.2098 1.0452 -0.6505
63 H -3.1782 3.0425 -2.2997
64 H -3.7542 1.8470 -4.6251
65 H -3.1156 -0.7927 -4.3245
66 H -4.0026 -2.3938 -3.6718
67 H -6.2222 -3.3545 -2.4003
68 H -5.5199 -3.7468 0.2026
69 H -2.9065 -2.9041 0.4320
70 Cl -0.8216 -1.2781 -0.1861

Mulliken atomic charge list, values in e, 2 entries: 0.68 -0.36

---

Molecular formula: C31H68N2O7S
Method: DFT, ωB97M-V with the def2-TZVPD basis set

Molecular weight   612.96 g/mol
Orbital gap   7.803 eV

Cartesian coordinates (Å):
1 C -0.7058 1.6952 0.4913
2 C -0.0830 0.6226 -0.5035
3 C 1.1956 -0.1203 0.0544
4 C 2.3441 0.8301 0.5780
5 C 3.0692 1.6556 -0.5377
6 C 4.0560 1.0928 -1.4715
7 C 4.7746 1.9468 -2.5161
8 C 4.5351 3.3880 -2.6613
9 C 3.5121 4.0618 -1.7515
10 N 3.1735 5.3991 -1.7462
11 S 2.0512 5.5357 -0.5042
12 N 1.9259 3.9723 0.0456
13 C 2.8048 3.1758 -0.7043
14 H -1.8359 1.6338 0.4103
15 H -0.4248 2.7417 0.1972
16 H -0.4556 1.5229 1.5763
17 H 0.1312 1.1279 -1.4864
18 H -0.8787 -0.1734 -0.6519
19 H 1.5512 -0.8988 -0.6911
20 H 0.8454 -0.7238 0.9552
21 H 1.9543 1.5301 1.3668
22 H 3.1362 0.1533 1.0338
23 H 4.2856 -0.0055 -1.3966
24 H 5.5336 1.4185 -3.1549
25 H 5.1099 3.9746 -3.4298
26 C 8.8120 -1.3300 -2.2042
27 C 7.5017 -1.3490 -1.4333
28 C 7.4374 -2.5199 -0.4691
29 O 6.4093 -1.4359 -2.3521
30 H 8.9256 -2.2401 -2.8016
31 H 8.8352 -0.4886 -2.9008
32 H 9.6659 -1.2477 -1.5285
33 H 7.3884 -0.4129 -0.8807
34 H 7.5011 -3.4722 -1.0062
35 H 6.4844 -2.5191 0.0639
36 H 8.2480 -2.4783 0.2619
37 H 6.5006 -2.2601 -2.8469
38 C 4.9169 -5.7112 -0.5954
39 C 3.7783 -4.8319 -0.1003
40 C 2.5608 -4.9439 -1.0030
41 O 4.2126 -3.4739 -0.0533
42 H 5.2344 -5.4090 -1.5985
43 H 5.7889 -5.6129 0.0561
44 H 4.6200 -6.7620 -0.6256
45 H 3.5079 -5.1200 0.9184
46 H 2.7982 -4.6165 -2.0211
47 H 1.7579 -4.3014 -0.6430
48 H 2.1935 -5.9717 -1.0445
49 H 4.4547 -3.2059 -0.9497
50 C 5.9751 3.0333 1.1319
51 C 6.6926 1.8501 1.7608
52 C 6.1037 1.5053 3.1200
53 O 8.0791 2.1562 1.9080
54 H 6.0733 3.9266 1.7572
55 H 6.4147 3.2760 0.1614
56 H 4.9154 2.8219 0.9806
57 H 6.6211 0.9831 1.0987
58 H 6.2062 2.3459 3.8133
59 H 6.6350 0.6607 3.5651
60 H 5.0448 1.2484 3.0379
61 H 8.1535 2.9214 2.4915
62 C 1.4187 -3.2718 2.9250
63 C 0.2205 -3.7829 2.1400
64 C -0.9088 -4.2068 3.0660
65 O 0.6185 -4.8925 1.3352
66 H 1.8186 -4.0541 3.5782
67 H 2.2257 -2.9812 2.2471
68 H 1.1499 -2.4089 3.5389
69 H -0.1339 -3.0025 1.4619
70 H -0.5882 -5.0205 3.7239
71 H -1.7575 -4.5814 2.4891
72 H -1.2474 -3.3720 3.6838
73 H 0.9342 -5.5899 1.9235
74 C -5.7126 2.8019 -1.5167
75 C -5.1181 1.8058 -0.5347
76 C -6.1331 1.4023 0.5223
77 O -3.9761 2.3837 0.0986
78 H -6.0220 3.7182 -1.0037
79 H -4.9708 3.0932 -2.2648
80 H -6.5792 2.3798 -2.0296
81 H -4.7747 0.9187 -1.0736
82 H -6.4558 2.2695 1.1034
83 H -5.6911 0.6941 1.2287
84 H -7.0128 0.9404 0.0677
85 H -4.2683 3.1691 0.5779
86 C -10.1108 4.7206 1.0198
87 C -9.4039 3.5244 1.6378
88 C -9.9979 3.1697 2.9921
89 O -8.0161 3.8184 1.7895
90 H -10.0069 5.6055 1.6554
91 H -9.6672 4.9707 0.0534
92 H -11.1745 4.5190 0.8744
93 H -9.4805 2.6655 0.9667
94 H -9.8901 4.0019 3.6947
95 H -9.4739 2.3164 3.4288
96 H -11.0582 2.9218 2.9057
97 H -7.9352 4.5771 2.3813
98 C -7.3773 -1.5334 -4.0640
99 C -7.0407 -0.8888 -2.7285
100 C -7.3159 -1.8371 -1.5717
101 O -7.8152 0.2992 -2.5651
102 H -8.4385 -1.7966 -4.1128
103 H -7.1852 -0.8381 -4.8844
104 H -6.7862 -2.4374 -4.2264
105 H -5.9889 -0.5926 -2.7183
106 H -8.3751 -2.1108 -1.5361
107 H -7.0802 -1.3581 -0.6186
108 H -6.7229 -2.7502 -1.6598
109 H -8.7479 0.0498 -2.5728

Mulliken atomic charge list, values in e, 2 entries: -0.55 -0.58

---

Q: Among the records above, which one has the lowest molecular weight?
A: C4H7NO2

---

Q: Among the records above, which one has the lowest molecular weight?
A: C4H7NO2